Record 1
76
Properties=species:S:1:pos:R:3:forces:R:3:lowdin_charge:R:1 method="wB97M-V/def2-TZVPD" total_charge=-1 homo_energy_ev=-3.8 e_lumo_ev=2.2 gap_ev=6.0 total_energy_ev=-165854.5233
Li 0.6486 0.7142 0.2322 0.31 0.43 0.11 0.545
Cl 2.2489 4.6496 0.1201 0.09 -0.08 0.01 0.641
C 0.7804 5.5765 0.0363 -0.10 0.06 0.01 -0.689
C 0.9076 6.9506 0.1558 0.06 -0.04 -0.01 -0.155
C -0.2113 7.7644 0.0985 -0.01 0.02 0.01 -0.129
C -1.4517 7.1725 -0.0811 -0.05 -0.06 -0.02 -0.159
C -1.5567 5.7972 -0.1953 0.19 0.01 0.03 -0.685
Cl -3.1697 5.1646 -0.4182 0.00 -0.03 0.01 0.611
C -0.4520 4.9034 -0.1377 -0.19 0.06 -0.04 -0.794
S -0.6464 3.1923 -0.2531 0.04 0.06 0.03 0.486
H 1.8946 7.3740 0.2941 -0.02 -0.03 -0.01 0.088
H -0.1207 8.8398 0.1922 0.00 -0.05 -0.01 0.088
H -2.3494 7.7753 -0.1356 0.01 -0.04 0.00 0.087
N 6.9376 1.7718 -2.4291 -0.03 -0.05 0.01 0.159
C 5.5727 1.7281 -2.3816 0.01 0.02 0.00 -0.496
O 4.9061 1.8891 -3.3845 0.01 -0.02 0.02 0.061
C 4.9534 1.4669 -1.0429 0.04 0.02 -0.02 -0.118
C 5.6650 1.1223 0.1000 0.04 -0.03 0.00 -0.027
C 4.9819 0.9029 1.2809 0.06 0.00 0.01 -0.048
C 3.6013 1.0324 1.2825 -0.06 0.08 -0.11 -0.123
N 2.9055 1.3594 0.1936 -0.04 -0.02 0.19 0.049
C 3.5703 1.5709 -0.9379 -0.14 0.02 0.03 -0.078
H 7.3576 1.9919 -3.3134 0.00 0.02 -0.04 0.104
H 7.5143 1.7447 -1.6124 0.00 0.04 0.05 0.076
H 6.7418 1.0032 0.0885 0.00 -0.01 -0.02 0.101
H 5.5070 0.6245 2.1845 -0.02 0.00 0.01 0.102
H 3.0251 0.8472 2.1810 0.01 0.00 -0.05 0.111
H 2.9888 1.8357 -1.8134 -0.01 -0.01 0.06 0.132
Br 2.7270 -6.3769 2.2136 -0.02 0.01 -0.01 0.694
C 2.7699 -5.0180 0.8838 0.03 -0.09 0.02 -0.668
C 3.3380 -5.2926 -0.3470 0.01 0.18 -0.17 -0.209
N 3.4052 -4.3761 -1.3146 -0.06 -0.02 0.11 0.065
C 2.8747 -3.1755 -1.0731 -0.03 -0.13 0.07 -0.072
C 2.2812 -2.8246 0.1376 -0.01 0.07 -0.23 -0.106
C 2.2444 -3.7688 1.1461 0.04 -0.02 0.22 -0.072
C 1.6607 -1.4532 0.3477 -0.12 0.09 0.01 -0.671
O 1.5016 -1.0771 1.5301 0.02 0.02 -0.36 -0.035
O 1.3407 -0.8158 -0.6925 0.19 -0.45 0.13 -0.100
H 3.7496 -6.2722 -0.5619 0.01 0.02 0.01 0.094
H 2.9159 -2.4420 -1.8699 -0.02 -0.03 0.01 0.119
H 1.8212 -3.5102 2.1091 -0.02 0.03 -0.05 0.112
O -1.1233 0.2944 0.4900 -0.41 -0.18 -0.01 -0.435
P -2.2038 -0.7117 0.3176 0.18 0.00 0.01 0.800
C -3.8276 0.0644 0.4030 -0.02 0.10 0.08 -0.266
C -3.8590 1.4262 0.6997 0.02 0.00 -0.09 -0.056
C -5.0853 2.0757 0.7973 -0.02 -0.05 -0.03 -0.073
C -6.2648 1.3718 0.6012 0.04 0.03 0.03 -0.089
C -6.2305 0.0159 0.2913 0.00 -0.06 -0.03 -0.093
C -5.0136 -0.6386 0.1882 0.01 0.07 0.05 -0.082
C -2.1160 -1.5820 -1.2593 0.01 0.01 -0.06 -0.260
C -2.7518 -2.8027 -1.4827 0.04 0.01 -0.07 -0.094
C -2.6763 -3.4044 -2.7298 0.01 0.01 0.00 -0.087
C -1.9609 -2.7920 -3.7527 -0.01 0.00 0.05 -0.087
C -1.3211 -1.5811 -3.5298 0.00 -0.02 -0.01 -0.063
C -1.3964 -0.9737 -2.2849 -0.01 0.00 0.05 -0.052
C -2.1705 -1.9996 1.5849 -0.03 0.00 0.02 -0.248
C -2.9043 -1.8465 2.7589 0.03 -0.06 -0.03 -0.063
C -2.7753 -2.7730 3.7845 0.00 -0.03 -0.01 -0.082
C -1.9143 -3.8526 3.6387 0.00 0.02 -0.02 -0.082
C -1.1751 -4.0061 2.4719 0.00 -0.02 0.01 -0.073
C -1.2980 -3.0794 1.4483 -0.04 0.05 0.04 -0.069
H -2.9261 1.9769 0.8061 -0.06 -0.03 0.01 0.054
H -5.1065 3.1367 1.0111 0.01 -0.01 0.00 0.089
H -7.2190 1.8797 0.6806 0.02 0.00 -0.01 0.098
H -7.1528 -0.5289 0.1222 0.04 0.03 0.02 0.097
H -4.9890 -1.6925 -0.0650 0.00 0.01 0.03 0.099
H -3.2854 -3.2969 -0.6786 0.01 0.01 -0.01 0.102
H -3.1633 -4.3569 -2.9009 0.01 0.02 0.00 0.098
H -1.8943 -3.2688 -4.7228 0.00 0.00 0.00 0.099
H -0.7501 -1.1125 -4.3218 -0.02 -0.01 0.03 0.108
H -0.8837 -0.0394 -2.0918 -0.02 -0.02 -0.03 0.108
H -3.5722 -0.9997 2.8674 0.01 -0.03 0.02 0.110
H -3.3465 -2.6544 4.6973 0.02 0.01 -0.02 0.100
H -1.8131 -4.5766 4.4385 -0.01 0.02 -0.01 0.100
H -0.4974 -4.8460 2.3664 -0.01 0.04 -0.01 0.095
H -0.7129 -3.1875 0.5418 0.00 -0.01 0.03 0.112

Record 2
10
Properties=species:S:1:pos:R:3:forces:R:3:lowdin_charge:R:1 method="wB97M-V/def2-TZVPD" total_charge=0 homo_energy_ev=-9.8 e_lumo_ev=0.3 gap_ev=10.1 de_lowest_ev=4.713 total_energy_ev=-7951.7956
C -0.3702 -0.2402 -0.5047 -1.42 1.90 6.70 -0.328
C 0.1134 1.1486 -0.0500 0.56 -4.04 6.63 0.025
C 0.9042 -0.2724 0.2650 -0.92 0.41 0.39 -0.227
H -2.2834 -1.5585 -0.2039 3.47 4.73 1.37 0.259
H -0.2051 -0.2780 -1.4351 0.02 -0.98 -7.45 0.064
H 0.7332 1.7930 -0.5914 0.23 1.14 -0.89 0.063
H -0.1175 1.2892 1.2481 0.26 0.53 -4.58 0.197
H 0.6751 -0.7298 1.1967 0.35 0.24 1.11 0.118
O -1.6715 -0.5282 0.1574 -0.81 -4.37 -2.56 -0.145
F 2.2217 -0.6236 -0.0821 -1.75 0.45 -0.73 -0.026